No. 1
C13H16N2O6 | ωB97M-V/def2-TZVPD

```
37
Properties=species:S:1:pos:R:3:forces:R:3:mulliken_charge:R:1
N -1.0313 -2.2762 -2.7534 0.11 -1.14 -0.76 -0.6027
C -0.8181 -0.8604 -2.6016 1.27 -0.63 1.01 0.3539
C -1.1170 -0.0245 -3.8101 -0.26 -0.18 -0.32 -0.8957
C -0.4649 1.3106 -3.8139 -1.08 2.75 -0.12 0.4822
O -0.7697 2.2155 -4.5813 0.88 -1.49 0.78 -0.6216
O 0.3384 1.5535 -2.7378 0.33 0.60 -0.51 -0.3762
C -1.6277 -0.3439 -1.3734 2.44 0.45 -1.39 0.3491
O -2.3984 0.5621 -1.5803 -1.29 0.18 0.72 -0.6860
N -1.1890 -0.7395 -0.1642 0.10 -0.66 -0.39 0.0693
C -0.0699 -1.5693 0.2133 -0.06 -1.47 -1.82 0.0477
C 1.2104 -0.7702 0.3742 -0.07 0.12 0.74 -0.9517
C 1.0381 0.1791 1.5333 0.44 0.11 -0.44 -0.2467
C 0.5113 1.4311 1.4216 -0.73 1.77 -1.98 0.2997
C 0.6552 2.4193 2.3673 -0.39 -0.15 -0.64 -1.0716
C 1.2819 2.1236 3.5311 0.54 -0.99 2.52 1.1176
O 1.5541 3.0919 4.4729 -0.33 1.77 -1.85 -0.5797
C 1.6046 0.7878 3.8546 -0.27 0.74 -1.67 -1.1766
C 1.4873 -0.1282 2.7816 1.58 -0.77 2.85 0.0689
C -0.3685 -2.2745 1.5304 1.01 -1.49 1.17 0.0536
O 0.2286 -3.2475 2.0094 -1.42 2.23 -1.56 -0.5938
O -1.3470 -1.6372 2.2396 0.33 -1.20 -0.61 -0.4229
H -0.5631 -2.6857 -3.5817 -0.18 0.57 0.75 0.2725
H -2.0058 -2.4263 -2.9116 -0.78 -0.39 -0.05 0.2460
H 0.2620 -0.7920 -2.3359 -0.65 0.39 -0.17 0.2713
H -0.8359 -0.5521 -4.7223 0.04 -0.01 -0.02 0.3642
H -2.1984 0.1743 -3.8472 0.34 -0.01 -0.17 0.2394
H 0.5951 2.5108 -2.7789 -0.35 -1.05 -0.12 0.3281
H -1.6020 -0.3272 0.6094 -1.26 1.18 1.36 0.2923
H 0.0418 -2.3037 -0.6285 0.02 0.18 1.08 0.5087
H 2.0551 -1.4380 0.5707 -0.19 0.00 0.00 0.4921
H 1.4198 -0.2369 -0.5456 -0.03 0.18 -0.15 0.3490
H 0.0398 1.8052 0.5033 0.23 -0.60 0.03 0.2675
H 0.2933 3.4060 2.1385 -0.06 0.31 0.09 0.3211
H 1.4493 3.9489 3.9372 0.27 -1.55 1.64 0.3006
H 2.0382 0.5735 4.8330 -0.16 -0.19 -0.45 0.3835
H 1.8959 -1.1207 2.9875 -0.19 0.08 -0.19 0.3765
H -1.5931 -2.3392 2.8588 -0.17 0.36 0.64 0.3701
```
Forces are in eV/Å.

Summary:
Energy above the lowest of the compared OMol25 structures with the same formula, charge and spin in kcal per mole: 35.3
Charge: 0
E_LUMO in eV: 0.439
Calculated total energy in Ha: -1065.9632
Orbital gap in eV: 9.249
SMILES string: N[C@@H](CC(=O)O)C(=O)N[C@@H](Cc1ccc(O)cc1)C(=O)O

=====

No. 2
C13H16N2OS | ωB97M-V/def2-TZVPD

```
33
Properties=species:S:1:pos:R:3:forces:R:3:mulliken_charge:R:1
C 1.9896 3.6341 -2.5389 0.56 0.26 0.63 -1.1911
C 1.5334 2.3179 -2.0229 -0.66 -1.66 -0.25 0.6690
C 1.8260 1.0633 -2.5218 -0.51 -0.06 1.05 -0.7737
C 1.1446 -0.0333 -1.8059 0.29 2.07 -1.08 -0.3391
C 0.2461 0.4543 -0.8928 0.95 0.16 -0.25 -1.0865
C -0.7085 -0.4418 -0.1433 -0.67 1.92 0.11 2.3341
O -1.4916 -1.0628 -1.1498 -0.13 -1.28 -0.12 -0.6725
C 0.1107 -1.4410 0.6311 -1.40 -1.50 -0.45 -0.6910
C -0.2669 -2.8001 0.6453 -0.01 0.30 -0.60 -0.1599
N 0.4464 -3.7476 1.2309 0.36 -0.14 1.27 -0.5982
C 1.5069 -3.3408 1.9445 0.02 1.28 -1.32 -0.1444
N 1.9807 -2.0753 1.9175 -0.09 -0.88 1.09 -0.6545
C 1.2700 -1.1329 1.3019 0.36 -0.75 -0.11 0.0478
C -1.7033 0.3539 0.7795 -0.94 -0.39 0.55 0.0998
C -2.9225 -0.5336 1.1572 -0.63 -0.22 -0.02 -1.5562
C -1.1413 0.8416 2.1157 0.24 -0.08 -0.24 -1.5504
S 0.3078 2.1976 -0.7652 0.63 -0.62 -0.63 -0.2023
H 2.6916 3.4905 -3.3627 -0.05 0.01 0.10 0.3524
H 2.5047 4.1961 -1.7311 -0.28 -0.14 -0.56 0.2889
H 1.1497 4.2167 -2.8972 -0.11 0.25 -0.06 0.2900
H 2.4727 0.9155 -3.3943 -0.15 0.03 0.52 0.3288
H 1.2933 -1.0669 -2.1092 -0.25 0.15 0.37 0.5154
H -1.9017 -0.4150 -1.7403 0.37 0.09 0.39 0.4872
H -1.1451 -3.1771 0.1065 0.30 0.53 0.10 0.5168
H 2.0689 -4.0924 2.5045 -0.13 0.30 -0.22 0.3746
H 1.6804 -0.1344 1.3013 0.08 0.15 0.00 0.4363
H -2.1165 1.2390 0.2403 0.51 -0.60 -0.04 0.6025
H -2.6291 -1.3627 1.8412 -0.07 0.53 -0.42 0.3201
H -3.6969 0.0712 1.6921 0.72 -0.36 -0.32 0.4308
H -3.4366 -0.9959 0.2909 0.42 0.33 0.41 0.3332
H -1.8600 1.5230 2.5688 0.10 0.12 0.02 0.4945
H -1.0241 0.0002 2.8026 0.12 0.04 -0.04 0.3692
H -0.1794 1.3386 2.0036 0.02 0.16 0.12 0.3283
```
Forces are in eV/Å.

Summary:
Energy above the lowest of the compared OMol25 structures with the same formula, charge and spin in kcal per mole: 41.9
Charge: 0
E_LUMO in eV: 0.577
Calculated total energy in Ha: -1087.8895
Orbital gap in eV: 9.277
SMILES string: Cc1ccc([C@@](O)(c2cncnc2)C(C)C)s1

=====

No. 3
C13H17AsCeO13P2S | ωB97M-V/def2-TZVPD

```
48
Properties=species:S:1:pos:R:3:forces:R:3:mulliken_charge:R:1
Ce 0.2653 0.8361 0.3405 0.12 2.94 -0.40 1.2391
C 1.4453 1.9486 -2.1313 -0.04 -0.07 -0.12 -0.5847
C 0.3375 2.7471 -1.8131 0.08 0.29 0.15 -0.2757
C 0.6419 3.4597 -0.6252 0.34 0.07 -0.30 -0.7159
C 1.9437 3.0876 -0.2247 -0.05 0.25 -0.17 -0.5846
C 2.4334 2.1381 -1.1481 0.04 0.18 0.15 -0.5014
H 1.5336 1.3165 -3.0021 -0.06 -0.13 0.08 0.3907
H -0.5676 2.8416 -2.3950 -0.07 -0.12 0.06 0.5022
H 0.0336 4.2248 -0.1656 -0.10 -0.10 0.10 0.4525
H 2.4996 3.5208 0.5926 -0.06 -0.14 0.12 0.4313
H 3.4253 1.7094 -1.1465 -0.05 -0.12 0.07 0.4324
C 1.9644 -1.3820 4.5957 0.08 -0.09 0.04 -1.7005
C 2.3798 -1.2640 3.1390 -0.11 0.21 -0.04 0.9595
O 3.4682 -2.1465 2.8201 -0.02 -0.02 0.04 -0.6450
P 2.9659 0.4694 2.7303 0.03 0.11 -0.11 0.7777
O 4.1602 0.2517 1.7229 0.03 -0.09 0.09 -0.5379
O 3.7154 1.0403 4.0241 0.00 -0.18 0.20 -0.5441
O 1.9338 1.4337 2.2859 0.28 -0.18 0.19 -0.5170
P 0.9706 -1.4305 1.9591 0.83 0.36 0.68 0.8303
O 0.6336 -2.9789 1.9098 0.04 -0.18 0.20 -0.5213
O -0.0717 -0.4824 2.4656 0.13 -0.79 -0.07 -0.7065
O 1.6295 -1.0121 0.6495 0.00 -1.11 0.31 -0.5227
H 2.8083 -1.1804 5.2558 0.01 -0.03 -0.01 0.3697
H 1.5950 -2.3910 4.7866 0.01 0.01 0.00 0.3967
H 1.1595 -0.6803 4.8148 0.00 0.02 -0.04 0.3628
H 3.1328 -2.8314 2.2266 0.01 0.01 0.03 0.4169
H 4.4335 -0.6798 1.7416 -0.06 -0.09 -0.10 0.4329
H 3.2298 1.7889 4.3843 -0.08 0.09 0.06 0.3216
H 0.3223 -3.2384 1.0230 -0.10 0.06 -0.11 0.3980
O -3.5277 2.3849 -1.6415 -0.20 0.29 -0.34 -0.6504
As -3.2114 1.0049 -0.5839 0.87 0.54 0.98 1.1170
O -4.5008 0.6551 0.3402 0.07 -0.12 -0.12 -0.7746
O -1.8200 1.6508 0.2345 -1.77 -0.78 -0.97 -0.6063
C -3.1133 -0.3024 -2.0707 0.09 -0.29 0.17 -0.5739
C -4.1072 -0.1148 -3.0201 -0.02 -0.08 -0.09 -0.4597
C -4.2993 -1.0486 -4.0360 -0.07 0.11 0.01 -0.6488
C -3.5167 -2.1841 -4.1135 0.09 -0.12 0.01 -0.5180
C -2.5114 -2.3955 -3.1757 -0.15 0.09 -0.10 -0.4965
C -2.3249 -1.4601 -2.1783 -0.26 0.24 0.06 0.4852
S -0.9758 -1.5926 -1.0680 -0.41 1.09 0.33 1.5488
O -0.3912 -2.9107 -1.0825 0.01 -0.17 -0.10 -0.8087
O -1.5289 -1.1692 0.2354 0.49 -0.61 -0.50 -0.6215
O -0.1123 -0.4812 -1.5620 -0.08 -1.34 -0.55 -0.3291
H -3.0999 3.1489 -1.2395 0.08 -0.02 0.04 0.2974
H -4.7442 0.7574 -2.9695 0.02 0.01 0.02 0.4742
H -5.0803 -0.8833 -4.7683 0.00 0.01 0.02 0.3677
H -3.6823 -2.9065 -4.9029 0.01 0.00 0.01 0.3753
H -1.8748 -3.2692 -3.2138 0.02 0.01 0.02 0.4647
```
Forces are in eV/Å.

Summary:
Energy above the lowest of the compared OMol25 structures with the same formula, charge and spin in kcal per mole: 0.0
Charge: -1
Expectation value of S²: 0.75
E_LUMO (alpha / beta) in eV: 2.320 / 2.320
Calculated total energy in Ha: -5275.9793
Orbital gap (alpha / beta) in eV: 7.172 / 7.173
Spin multiplicity: 2

=====

Q: What is the charge in the third record?
A: -1

=====

Q: Which value of energy above the lowest of the compared OMol25 structures with the same formula, charge and spin does entry 3 give?
A: 0.0 kcal per mole